(1)
Below is C60H48HfIN7 as an isolated structure, with properties calculated with the ωB97M-V functional and the def2-TZVPD basis.

```
117
Properties=species:S:1:pos:R:3:forces:R:3
Hf -0.275 0.471 -0.023 -0.298 -0.818 0.437
C 5.978 -2.934 3.808 0.044 0.061 -0.006
C 6.043 -1.622 3.362 0.014 0.044 0.035
C 4.959 -1.053 2.710 0.021 -0.135 -0.123
C 3.802 -1.789 2.469 0.067 0.082 0.031
C 3.742 -3.101 2.937 -0.042 -0.022 -0.012
C 4.820 -3.667 3.602 0.015 -0.071 0.038
C 2.622 -1.189 1.782 -0.021 0.134 0.028
C 2.144 -1.811 0.630 -0.126 -0.122 0.049
C 2.863 -2.865 -0.027 0.012 0.045 -0.074
C 2.141 -3.214 -1.110 -0.058 0.034 -0.029
C 0.934 -2.430 -1.081 0.000 -0.080 -0.123
C -0.159 -2.688 -1.908 0.027 0.109 0.195
C -0.066 -3.775 -2.923 0.029 -0.044 -0.168
C -0.389 -3.507 -4.252 0.168 0.007 0.030
C -0.295 -4.490 -5.224 -0.020 -0.010 -0.046
C 0.116 -5.770 -4.883 -0.054 0.015 0.001
C 0.402 -6.061 -3.557 0.045 -0.077 -0.033
C 0.304 -5.078 -2.586 -0.128 0.039 0.079
C -1.415 -2.105 -1.716 0.016 -0.175 -0.027
N -1.722 -1.105 -0.821 0.162 0.174 0.119
C -3.097 -1.072 -0.768 -0.005 -0.077 0.026
C -3.875 -0.368 0.145 0.038 0.038 0.043
C -5.356 -0.376 -0.045 -0.038 -0.026 -0.033
C -5.964 0.613 -0.812 -0.006 -0.013 0.026
C -7.342 0.628 -0.974 -0.003 0.030 -0.014
C -8.125 -0.345 -0.370 -0.024 0.005 -0.027
C -7.523 -1.342 0.384 -0.016 -0.038 0.031
C -6.146 -1.358 0.545 0.000 0.010 0.002
C -3.370 0.270 1.264 -0.095 -0.037 -0.082
C -4.204 0.904 2.250 0.006 0.060 0.021
C -3.372 1.453 3.157 -0.046 0.020 0.023
C -2.035 1.150 2.726 -0.010 -0.065 -0.039
N -2.046 0.401 1.583 0.111 0.112 -0.185
C -0.908 1.613 3.387 0.116 -0.030 0.027
C 0.382 1.194 3.094 -0.133 0.041 -0.057
C 1.454 1.309 4.040 0.103 0.071 -0.022
C 2.424 0.461 3.635 -0.026 0.126 -0.051
C 1.984 -0.121 2.398 0.012 -0.276 0.016
N 0.752 0.384 2.043 -0.118 0.309 -0.416
C -1.091 2.548 4.536 0.070 0.044 0.051
C -1.130 2.086 5.848 -0.051 -0.009 -0.007
C -1.250 2.980 6.902 0.003 0.020 0.033
C -1.328 4.342 6.653 -0.028 0.027 -0.003
C -1.302 4.807 5.346 -0.001 0.018 0.008
C -1.186 3.914 4.290 -0.021 0.010 0.008
C -3.656 -2.016 -1.685 0.049 0.059 0.007
C -2.616 -2.664 -2.263 -0.011 0.046 -0.014
N 0.974 -1.537 -0.033 0.074 0.248 -0.009
H 6.825 -3.376 4.315 -0.025 -0.014 0.012
H 6.937 -1.032 3.525 -0.006 -0.026 -0.002
H 5.004 -0.032 2.373 0.059 0.217 -0.156
H 2.838 -3.679 2.783 0.000 0.017 -0.008
H 4.754 -4.683 3.970 -0.022 -0.005 -0.036
H 3.815 -3.257 0.290 0.007 0.031 -0.029
H 2.386 -3.942 -1.863 0.036 -0.031 0.003
H -0.695 -2.509 -4.522 -0.001 0.192 -0.055
H -0.540 -4.250 -6.251 0.016 -0.008 0.010
H 0.195 -6.539 -5.640 0.010 0.005 0.003
H 0.705 -7.063 -3.281 -0.035 0.006 0.036
H 0.489 -5.328 -1.549 0.053 0.020 0.007
H -5.356 1.384 -1.268 0.009 0.003 0.011
H -7.802 1.404 -1.572 -0.009 0.002 0.021
H -9.201 -0.324 -0.486 0.006 -0.018 -0.016
H -8.128 -2.109 0.851 0.000 0.010 0.002
H -5.676 -2.136 1.135 0.017 0.016 0.007
H -5.282 0.916 2.231 0.007 0.006 0.015
H -3.617 2.013 4.045 -0.021 -0.010 -0.015
H 1.425 1.914 4.931 -0.001 -0.040 0.009
H 3.348 0.225 4.134 -0.054 0.002 0.040
H -1.066 1.021 6.037 0.020 0.002 0.001
H -1.277 2.617 7.922 -0.003 -0.032 -0.015
H -1.415 5.041 7.475 0.000 -0.009 0.002
H -1.367 5.869 5.146 -0.010 -0.006 0.002
H -1.175 4.271 3.267 0.033 -0.036 -0.016
H -4.710 -2.188 -1.822 0.008 -0.026 0.008
H -2.655 -3.495 -2.946 -0.006 0.026 -0.016
C 1.832 3.952 -1.027 -0.050 -0.015 0.022
N 2.009 3.024 0.093 0.365 0.120 0.004
C 2.301 3.778 1.304 -0.160 0.026 -0.099
C 2.977 2.043 -0.266 -0.207 0.126 -0.237
C 4.326 2.192 0.040 0.124 0.025 0.141
C 5.270 1.291 -0.419 0.010 -0.103 0.166
C 4.851 0.188 -1.146 0.046 -0.041 -0.046
C 3.514 0.041 -1.464 -0.150 -0.109 0.183
C 2.552 0.982 -1.083 0.386 0.268 -0.134
N 1.210 0.955 -1.550 -0.188 -0.443 0.067
C 1.032 0.669 -2.909 0.033 0.230 -0.318
C 2.064 0.562 -3.859 0.008 0.021 0.125
C 1.824 0.200 -5.174 -0.018 -0.004 -0.025
C 0.535 -0.034 -5.615 0.001 -0.031 -0.054
C -0.511 0.244 -4.747 -0.066 -0.160 -0.077
C -0.277 0.625 -3.436 0.083 0.102 -0.062
N -1.294 1.286 -2.655 0.166 -0.066 0.000
C -2.661 0.966 -3.062 -0.079 -0.035 0.099
C -1.095 2.722 -2.959 -0.014 0.252 -0.033
H 2.767 4.489 -1.244 0.019 -0.009 0.047
H 1.059 4.676 -0.775 -0.038 -0.029 -0.044
H 1.536 3.402 -1.918 0.101 0.055 0.071
H 3.016 4.595 1.128 0.052 -0.031 0.036
H 2.699 3.123 2.073 -0.010 -0.121 0.120
H 1.369 4.221 1.663 0.014 -0.005 0.002
H 4.648 3.055 0.611 -0.043 -0.011 0.011
H 6.322 1.445 -0.212 -0.018 -0.005 0.055
H 5.568 -0.544 -1.495 -0.022 -0.020 0.037
H 3.203 -0.816 -2.041 -0.051 -0.082 -0.049
H 3.077 0.797 -3.575 0.022 -0.103 0.023
H 2.659 0.119 -5.859 0.011 -0.032 0.023
H 0.340 -0.352 -6.631 -0.017 0.017 0.008
H -1.526 0.200 -5.120 0.019 0.006 0.047
H -2.912 1.425 -4.025 0.000 0.009 0.013
H -3.338 1.366 -2.308 -0.009 0.016 0.000
H -2.810 -0.106 -3.143 0.040 -0.057 0.034
H -1.058 2.878 -4.044 -0.069 -0.134 -0.023
H -0.163 3.074 -2.527 -0.177 -0.053 -0.021
H -1.914 3.306 -2.546 0.052 -0.043 0.032
I -1.357 3.154 0.223 -0.077 0.253 0.260
```
Positions in Å, forces in eV/Å.

Computed properties:
Frontier orbital gap, eV: 5.63
Maximum force, eV/A: 0.974
Net charge: 0

Mulliken atomic charge list, values in e, 8 entries: number 1, Hf, carries 1.558; number 2, C, carries -0.491; number 3, C, carries -0.952; number 4, C, carries -0.168; number 5, C, carries 0.000; number 6, C, carries -0.053; number 7, C, carries -0.929; number 8, C, carries 1.293

---

(2)
Below is a 10-piece molecular cluster, C60H50F10 overall in a non-equilibrium geometry, with properties calculated with the ωB97M-V functional and the def2-TZVPD basis.

```
120
Properties=species:S:1:pos:R:3:forces:R:3
F -6.055 -5.385 -2.147 1.162 0.021 -0.332
C -4.819 -4.961 -2.590 0.246 -0.645 0.124
C -3.677 -5.769 -2.421 -0.776 0.326 0.546
C -2.380 -5.327 -2.763 -2.260 1.737 0.016
C -2.339 -4.006 -3.272 -0.130 -0.204 -0.565
C -3.513 -3.249 -3.561 1.841 -1.193 0.590
C -4.745 -3.732 -3.199 -0.159 0.555 -0.483
H -3.863 -6.685 -1.880 0.211 -0.318 -0.151
H -1.521 -5.942 -2.538 0.049 0.127 -0.225
H -1.393 -3.546 -3.517 0.155 -0.074 -0.025
H -3.448 -2.288 -4.048 0.215 0.058 0.091
H -5.560 -3.077 -3.469 -0.581 -0.424 0.387
F 2.381 4.491 3.043 0.428 0.073 0.092
C 1.218 5.156 2.976 -0.948 -1.149 -1.440
C 0.345 4.838 1.912 -0.579 0.838 1.418
C -0.904 5.454 1.985 0.006 0.192 -0.803
C -1.271 6.400 2.956 -0.219 -0.562 0.514
C -0.400 6.693 3.968 1.858 -1.634 0.103
C 0.850 5.994 3.972 -0.416 1.889 0.880
H 0.551 4.087 1.164 0.256 0.095 -0.024
H -1.619 5.219 1.211 -0.167 -0.102 -0.015
H -2.282 6.753 3.096 -0.159 0.107 -0.708
H -0.647 7.274 4.844 -0.104 0.280 -0.194
H 1.572 6.210 4.746 0.036 -0.150 0.198
F 2.295 4.094 -0.868 -2.063 0.138 -0.141
C 3.542 3.860 -0.597 4.332 1.016 0.774
C 4.264 4.728 0.294 0.084 -1.566 -1.030
C 5.667 4.536 0.433 -2.495 2.017 0.874
C 6.335 3.605 -0.267 1.030 -1.183 -0.399
C 5.643 2.772 -1.110 -1.329 -1.204 -0.354
C 4.261 2.891 -1.314 -0.171 0.814 0.656
H 3.744 5.504 0.835 -0.031 0.001 0.020
H 6.211 5.189 1.099 -0.056 0.107 0.122
H 7.395 3.501 -0.091 0.095 -0.197 -0.189
H 6.063 1.867 -1.523 0.560 0.271 -0.379
H 3.735 2.285 -2.037 0.010 -0.228 0.054
F 3.614 -6.330 2.873 0.477 -0.411 0.282
C 3.785 -5.022 3.080 -0.360 1.824 -0.178
C 4.933 -4.461 3.588 1.072 0.571 1.112
C 5.076 -3.035 3.867 -0.506 -3.634 -1.011
C 4.009 -2.279 3.510 0.095 0.972 0.316
C 2.876 -2.808 2.884 0.645 -0.031 0.204
C 2.751 -4.181 2.698 -0.621 1.058 -0.322
H 5.693 -5.168 3.887 0.375 0.082 -0.025
H 5.988 -2.609 4.258 -0.043 -0.208 0.172
H 4.134 -1.245 3.796 -0.603 0.433 -0.526
H 2.187 -2.068 2.507 -0.559 -0.373 0.097
H 1.851 -4.559 2.237 0.027 -0.252 -0.083
F -0.237 3.199 -6.024 -0.211 0.240 -0.214
C -0.004 1.900 -6.178 -0.216 -3.435 -0.658
C 0.715 1.209 -5.192 0.155 -0.322 -0.422
C 1.079 -0.165 -5.324 -0.887 1.362 -1.481
C 0.653 -0.845 -6.482 -0.320 0.101 0.850
C -0.190 -0.218 -7.400 0.172 0.901 0.149
C -0.529 1.122 -7.283 1.107 1.690 1.380
H 1.024 1.760 -4.317 0.130 0.073 0.078
H 1.725 -0.595 -4.572 -0.142 -0.233 0.005
H 0.856 -1.891 -6.659 0.321 -0.068 0.224
H -0.566 -0.711 -8.284 0.096 -0.372 0.074
H -1.072 1.619 -8.074 -0.216 0.046 0.066
F -3.510 2.893 -2.068 0.996 1.083 -0.017
C -4.366 1.925 -2.307 -1.953 -0.944 -0.504
C -4.235 0.746 -1.629 -0.041 -1.072 0.210
C -5.190 -0.270 -1.811 -0.731 1.235 -0.837
C -6.295 -0.013 -2.670 1.372 -0.735 -0.193
C -6.404 1.156 -3.423 1.147 -0.953 1.701
C -5.414 2.118 -3.187 -1.045 0.835 -1.194
H -3.330 0.681 -1.043 -0.116 -0.487 0.432
H -5.125 -1.241 -1.341 0.240 0.058 0.143
H -6.925 -0.838 -2.971 -0.363 -0.129 0.496
H -7.246 1.168 -4.099 0.237 0.798 -0.253
H -5.497 3.038 -3.746 0.272 0.291 0.089
F 1.008 0.853 3.421 -0.389 0.314 -0.470
C 0.864 1.287 4.678 0.849 -0.370 1.996
C 0.028 2.302 5.075 -0.510 0.790 -2.064
C -0.042 2.741 6.377 -0.525 0.837 -1.082
C 0.708 2.118 7.298 0.188 0.189 2.865
C 1.516 1.084 6.984 2.027 -1.350 -1.667
C 1.664 0.700 5.652 -0.737 -0.525 -0.270
H -0.469 2.849 4.287 -0.392 0.062 -0.061
H -0.574 3.642 6.644 -0.335 -0.099 -0.167
H 0.698 2.444 8.327 -0.106 0.164 0.131
H 2.237 0.631 7.649 -0.361 0.010 0.542
H 2.292 -0.125 5.350 0.274 0.001 0.122
F 1.617 -3.838 -2.734 0.058 -1.192 1.634
C 2.005 -4.754 -1.744 0.896 -1.063 -0.846
C 3.392 -4.970 -1.596 -1.545 -0.170 0.677
C 3.780 -5.905 -0.616 1.687 1.528 -1.486
C 2.923 -6.767 -0.029 0.336 -0.472 0.252
C 1.591 -6.630 -0.255 -1.224 -0.044 -0.636
C 1.087 -5.620 -1.101 0.716 1.253 0.261
H 4.078 -4.484 -2.274 0.169 0.298 0.362
H 4.824 -5.978 -0.350 0.260 -0.080 -0.341
H 3.343 -7.590 0.530 -0.268 0.084 0.352
H 1.020 -7.428 0.196 -0.904 0.412 -0.074
H 0.045 -5.346 -1.170 -0.191 -0.479 -0.132
F -1.216 -1.120 -2.903 0.454 0.881 0.770
C -0.515 -0.363 -1.982 0.084 -1.195 -0.154
C 0.272 -1.048 -1.055 -0.859 0.372 -0.555
C 0.960 -0.284 -0.134 0.011 -1.510 0.036
C 0.941 1.075 -0.185 0.055 0.504 0.873
C 0.118 1.712 -1.090 -0.245 1.367 0.472
C -0.649 1.020 -1.980 -0.492 -1.902 -0.903
H 0.253 -2.124 -0.966 0.008 -0.061 -0.318
H 1.426 -0.839 0.667 0.441 0.267 0.088
H 1.449 1.578 0.624 0.093 0.508 -0.192
H -0.042 2.777 -1.015 0.254 0.200 -0.101
H -1.396 1.386 -2.668 0.195 0.641 0.017
F -3.846 3.721 2.048 -0.214 -0.680 0.380
C -3.762 2.366 2.055 -0.180 -0.802 -0.993
C -2.564 1.765 1.761 2.259 0.435 -0.515
C -2.400 0.413 1.644 -2.130 -1.807 0.861
C -3.525 -0.423 1.900 0.207 -0.361 -0.893
C -4.776 0.096 2.154 1.420 2.541 0.263
C -4.840 1.527 2.186 -1.573 -0.740 1.585
H -1.643 2.303 1.588 -0.125 0.726 0.052
H -1.468 -0.097 1.454 0.252 0.473 -0.169
H -3.463 -1.495 1.779 0.418 -0.186 0.196
H -5.640 -0.463 2.481 0.038 -0.174 -0.368
H -5.762 1.888 2.617 -0.278 0.581 -0.491
```
Positions in Å, forces in eV/Å.

Computed properties:
Frontier orbital gap, eV: 9.55
Relative energy (zero: lowest compared OMol25 entry of this formula, charge and spin), kJ/mol: 230.0
Maximum force, eV/A: 4.517
Net charge: 0
SMILES string: Fc1ccccc1.Fc1ccccc1.Fc1ccccc1.Fc1ccccc1.Fc1ccccc1.Fc1ccccc1.Fc1ccccc1.Fc1ccccc1.Fc1ccccc1.Fc1ccccc1

Mulliken atomic charge list, values in e, 8 entries: number 1, F, carries -0.320; number 2, C, carries 0.180; number 3, C, carries -0.294; number 4, C, carries -0.783; number 5, C, carries -0.281; number 6, C, carries -0.667; number 7, C, carries -0.223; number 8, H, carries 0.390

---

Number 1: LUMO energy -1.19 eV. Number 2: LUMO energy 0.53 eV.